1.
184
Properties=species:S:1:pos:R:3 method="wB97M-V/def2-TZVPD" mol_weight_g_mol=979.49 gap_ev=8.903 de_lowest_kj_mol=502.1 largest_force_ha_per_bohr=0.0623 homo_ev=-8.273 smiles=COC[C@H](C)N.COC[C@H](C)N.COC[C@H](C)N.COC[C@H](C)N.COC[C@H](C)N.COC[C@H](C)N.COC[C@H](C)N.COC[C@H](C)N.COCCNCCOC.COCCNCCOC total_energy_ev=-87000.027
C -6.3415 -2.8934 0.0148
O -5.7630 -1.6470 -0.1580
C -4.3967 -1.5228 0.2007
C -3.9576 -0.0350 0.2394
N -2.5583 0.1792 0.6320
C -1.5985 -0.2263 -0.3783
C -0.1112 0.0182 -0.0691
O 0.5002 -1.2128 0.2603
C 1.9363 -1.1388 0.2178
H -6.7339 -2.9398 1.0307
H -5.5901 -3.6452 -0.2266
H -7.0541 -3.0925 -0.7856
H -3.7916 -2.1439 -0.4598
H -4.2983 -2.0218 1.1648
H -4.5933 0.5019 0.9434
H -4.2115 0.3870 -0.7330
H -2.1964 -0.3598 1.4057
H -1.7934 0.3101 -1.3070
H -1.8646 -1.2211 -0.7355
H -0.0674 0.7308 0.7546
H 0.3118 0.4108 -0.9938
H 2.3932 -2.0673 0.5603
H 2.3059 -0.3352 0.8547
H 2.1332 -0.7447 -0.7792
C -1.0268 -1.2562 7.6121
O -0.2969 -0.0180 7.3447
C -0.7353 0.8129 6.3046
C -0.7896 -0.0385 4.9522
N 0.4571 -0.8737 4.7985
C 1.6338 -0.2824 4.1883
C 2.7983 -1.2770 3.9543
O 3.8592 -0.5452 3.4757
C 5.1293 -1.1664 3.6752
H -1.9538 -0.9273 8.0818
H -0.5252 -1.7682 8.4333
H -1.3218 -1.8486 6.7459
H -0.0687 1.6704 6.2131
H -1.7243 1.2383 6.4750
H -0.9413 0.7365 4.2010
H -1.6983 -0.6394 4.9860
H 0.5752 -0.9153 5.8007
H 1.9941 0.4737 4.8859
H 1.3990 0.0488 3.1768
H 2.4336 -1.9718 3.1977
H 2.9186 -1.7327 4.9372
H 5.9735 -0.4775 3.6464
H 5.1813 -2.0399 3.0253
H 5.2421 -1.4184 4.7297
C -4.2415 4.6378 -2.5505
C -4.2108 3.4352 -3.4186
C -3.6013 3.7631 -4.8135
O -3.4654 2.6608 -5.5784
C -2.4822 2.7758 -6.5739
N -3.5435 2.3130 -2.8023
H -4.6027 4.3061 -1.5770
H -4.9511 5.4522 -2.6960
H -3.2480 5.0752 -2.4515
H -5.2607 3.1583 -3.5139
H -2.6187 4.1769 -4.5871
H -4.2139 4.4770 -5.3640
H -2.2856 3.6550 -7.1875
H -2.7928 2.0290 -7.3047
H -1.5217 2.4369 -6.1857
H -2.5847 2.5929 -2.6522
H -3.3964 1.5554 -3.4538
C 5.2983 -0.7468 0.0378
C 6.0007 0.2601 -0.8189
C 7.1106 -0.3384 -1.6352
O 8.0744 -0.8165 -0.8293
C 9.1587 -1.0951 -1.6238
N 5.0851 1.0143 -1.6809
H 5.8262 -1.4901 0.6353
H 4.6198 -1.3207 -0.5934
H 4.5324 -0.3173 0.6836
H 6.3455 0.9078 -0.0129
H 7.3996 0.4998 -2.2692
H 6.7641 -1.1356 -2.2928
H 9.7453 -0.2484 -1.9802
H 8.9630 -1.7439 -2.4776
H 9.9924 -1.5963 -1.1319
H 4.7193 1.7469 -1.0896
H 4.2408 0.5040 -1.8975
C 1.4670 4.9570 -2.1693
C 0.3834 3.8515 -2.1725
C 0.5841 2.8268 -3.2909
O -0.3427 1.6767 -3.3950
C 0.0056 0.7942 -4.4758
N 0.4549 3.1503 -0.8841
H 1.3419 5.4849 -3.1146
H 2.4223 4.4670 -1.9813
H 1.3319 5.6959 -1.3795
H -0.6153 4.2881 -2.1696
H 1.6126 2.4747 -3.3701
H 0.6287 3.4148 -4.2076
H 0.5525 1.3140 -5.2625
H -0.9127 0.2837 -4.7660
H 0.7610 0.1174 -4.0766
H -0.3401 2.5278 -0.9092
H 0.0529 3.8912 -0.3278
C 4.4345 -4.5326 -1.5409
C 3.6178 -5.5091 -0.6671
C 2.3372 -6.0135 -1.3736
O 1.4253 -4.9869 -1.6022
C 0.6985 -4.6786 -0.4743
N 4.5423 -6.5903 -0.2474
H 5.4681 -4.4358 -1.2086
H 3.9440 -3.5664 -1.6596
H 4.5058 -4.8453 -2.5827
H 3.4658 -4.9760 0.2714
H 2.0102 -6.9280 -0.8787
H 2.6854 -6.4583 -2.3059
H -0.0489 -3.9110 -0.6753
H 1.2879 -4.2414 0.3316
H 0.2576 -5.5468 0.0155
H 4.4454 -7.3507 -0.9050
H 5.4840 -6.2869 -0.4507
C 3.3055 3.2526 4.1004
C 3.2344 3.5220 2.6233
C 4.4364 3.0127 1.8617
O 4.4188 3.4052 0.5003
C 4.3154 4.7898 0.2404
N 2.0098 3.0075 2.0525
H 3.2215 2.1712 4.2081
H 2.3873 3.6183 4.5600
H 4.0899 3.7604 4.6615
H 3.2983 4.6021 2.4914
H 4.4704 1.9234 1.8806
H 5.4403 3.3065 2.1686
H 4.8049 5.0034 -0.7098
H 4.9128 5.3134 0.9868
H 3.2677 5.0899 0.2226
H 2.1230 2.8468 1.0618
H 1.7956 2.1005 2.4420
C -4.8661 -3.1292 -3.2053
C -4.2819 -3.1981 -4.6456
C -4.9831 -2.1624 -5.5313
O -4.3239 -1.9338 -6.7913
C -4.8360 -0.8306 -7.5177
N -2.9618 -2.7258 -4.4379
H -5.8781 -3.5256 -3.2881
H -5.0273 -2.1952 -2.6669
H -4.3473 -3.7957 -2.5164
H -4.2551 -4.2195 -5.0253
H -5.1848 -1.1714 -5.1248
H -5.8663 -2.7196 -5.8439
H -5.5784 -0.2631 -6.9565
H -5.2842 -1.2968 -8.3951
H -4.0636 -0.0968 -7.7480
H -2.5647 -2.5655 -5.3526
H -2.4643 -3.3929 -3.8656
C -3.3675 3.3427 2.6324
C -2.5121 4.0665 1.5935
C -1.1966 4.5790 2.1990
O -1.2135 5.3575 3.4196
C 0.0288 5.9961 3.7151
N -2.5041 3.1207 0.4614
H -2.8049 2.4897 3.0118
H -4.3280 2.9954 2.2517
H -3.4101 4.1606 3.3517
H -3.0934 4.9807 1.4733
H -0.6766 5.2427 1.5081
H -0.5480 3.7539 2.4934
H 0.0525 6.5894 4.6292
H 0.2946 6.7165 2.9415
H 0.8310 5.2651 3.8168
H -3.3503 3.3042 -0.0586
H -2.5813 2.1466 0.7169
C -3.0287 -3.2138 3.9158
C -1.7165 -3.4227 3.0981
C -2.0445 -4.2857 1.8979
O -2.3793 -5.6296 2.2960
C -3.1421 -6.1968 1.2481
N -1.2351 -2.0920 2.7323
H -3.7773 -2.8719 3.2011
H -2.9705 -2.4154 4.6555
H -3.5294 -4.0536 4.3976
H -0.8534 -3.8364 3.6197
H -1.2032 -4.2877 1.2048
H -2.9269 -3.8160 1.4633
H -2.9434 -6.0257 0.1901
H -4.1850 -6.0104 1.5045
H -3.1460 -7.2757 1.4032
H -0.7661 -1.7825 3.5716
H -0.5143 -2.4130 2.1019

---

2.
190
Properties=species:S:1:pos:R:3 method="wB97M-V/def2-TZVPD" mol_weight_g_mol=1049.48 gap_ev=9.034 de_lowest_kj_mol=463.5 largest_force_ha_per_bohr=0.0586 homo_ev=-8.947 smiles=COC[C@H](C)N.COC[C@H](C)N.COC[C@H](C)N.COC[C@H](C)N.COC[C@H](C)N.COC[C@H](C)N.COCCNCCOC.COCCNCCOC.OCCO.OCCO.OCCO.OCCO total_energy_ev=-96336.249
C 0.8197 7.0845 -7.7175
C 1.4031 6.9666 -6.3137
C 1.8274 5.5115 -5.8747
O 2.0976 5.4089 -4.4463
C 1.0451 5.6366 -3.4842
N 2.4955 7.8919 -6.1874
H 1.5779 6.7846 -8.4408
H 0.6175 8.1273 -7.9623
H -0.0190 6.4137 -7.9035
H 0.5733 7.2845 -5.6825
H 2.7003 5.3134 -6.4968
H 1.0108 4.8504 -6.1650
H 0.3292 4.8146 -3.4911
H 0.6376 6.6451 -3.5551
H 1.4642 5.5800 -2.4796
H 3.1622 7.3586 -5.6479
H 3.0306 8.0696 -7.0254
C -1.5758 -5.3078 -6.5642
C -0.1258 -4.9351 -6.1563
C 0.8990 -4.5855 -7.3042
O 2.2122 -4.3023 -6.8267
C 2.9100 -5.2582 -6.1835
N -0.3280 -3.8379 -5.2136
H -2.1687 -5.6535 -5.7174
H -1.5765 -6.1699 -7.2313
H -2.1184 -4.5276 -7.0980
H 0.2716 -5.7693 -5.5781
H 0.6245 -3.6443 -7.7806
H 1.0130 -5.3930 -8.0275
H 2.3955 -5.4127 -5.2351
H 3.8504 -4.8458 -5.8180
H 3.0677 -6.2081 -6.6945
H -0.6129 -4.2779 -4.3503
H 0.5704 -3.4138 -5.0320
C 1.3755 0.9919 -8.5079
C 2.6753 0.7087 -7.9046
C 2.5643 0.4299 -6.4346
O 3.8542 0.4262 -5.8129
C 3.9584 -0.1527 -4.5322
N 3.3098 -0.4329 -8.5481
H 0.8054 1.6877 -7.8923
H 0.8715 0.0309 -8.6099
H 1.5364 1.3131 -9.5371
H 3.3790 1.5156 -8.1093
H 2.0233 -0.4603 -6.1138
H 2.0913 1.2632 -5.9149
H 3.2419 0.3498 -3.8824
H 4.9901 0.0105 -4.2207
H 3.6416 -1.1956 -4.5334
H 4.3090 -0.4623 -8.4034
H 3.0107 -1.2493 -8.0342
C 9.1063 -3.4176 7.2365
C 8.2515 -2.4800 8.1491
C 6.7208 -2.3171 7.7831
O 6.6101 -1.7043 6.4500
C 5.2869 -1.4542 6.0558
N 8.4968 -2.8478 9.5580
H 10.1565 -3.2851 7.4965
H 8.9058 -3.2168 6.1841
H 8.7775 -4.4210 7.5070
H 8.6962 -1.4983 7.9858
H 6.3575 -1.6821 8.5912
H 6.1668 -3.2534 7.8495
H 4.6717 -1.1064 6.8857
H 4.8624 -2.2955 5.5080
H 5.3217 -0.6423 5.3293
H 8.1980 -3.8121 9.5274
H 9.5000 -2.9411 9.6288
C -0.8068 -6.9626 -0.4521
C -1.3283 -6.5077 0.9186
C -0.1662 -6.5319 2.0421
O -0.6165 -6.2878 3.3826
C 0.4150 -6.1764 4.4029
N -1.8100 -5.1241 0.7813
H 0.0608 -6.3788 -0.7595
H -1.5409 -6.9778 -1.2576
H -0.5431 -8.0166 -0.3654
H -2.1637 -7.1415 1.2163
H 0.6417 -5.8191 1.8769
H 0.3973 -7.4587 1.9346
H 1.0156 -5.2829 4.2324
H 1.1248 -6.9881 4.2433
H 0.0429 -6.2004 5.4271
H -1.9922 -4.8458 1.7349
H -2.7027 -5.1127 0.3090
C -2.4832 -1.5600 5.7767
C -3.3851 -0.3656 5.5702
C -3.1626 0.7437 6.5218
O -3.5802 0.1959 7.7766
C -3.5988 1.2082 8.7694
N -3.3130 0.0226 4.1948
H -2.6867 -2.0772 6.7143
H -1.4099 -1.3699 5.7786
H -2.7177 -2.3102 5.0215
H -4.4057 -0.7147 5.7268
H -3.8220 1.5684 6.2513
H -2.1143 1.0373 6.5766
H -2.5844 1.5650 8.9479
H -4.0018 0.7509 9.6730
H -4.2094 2.0639 8.4813
H -3.9558 0.7663 3.9627
H -3.6886 -0.8091 3.7621
C 5.2062 -3.5404 0.8129
C 5.5489 -4.4670 2.0015
O 6.3757 -5.5463 1.7072
O 4.4974 -4.0648 -0.2925
H 6.1722 -3.2065 0.4341
H 4.7842 -2.5971 1.1599
H 4.5896 -4.8505 2.3493
H 6.0012 -3.8483 2.7766
H 5.7120 -6.1657 1.3948
H 3.6146 -3.7262 -0.1258
C 0.6096 0.0859 0.8040
C -0.0500 -0.5964 -0.4347
O 0.4128 -1.9291 -0.6163
O 0.4545 -0.7444 1.9434
H 0.1585 1.0465 1.0527
H 1.6686 0.2597 0.6133
H 0.1836 0.0252 -1.2990
H -1.0992 -0.7977 -0.2187
H -0.1517 -2.5103 -0.1014
H -0.4388 -0.5339 2.2250
C -4.4452 0.0386 -5.2416
C -4.7651 1.5358 -5.4345
O -5.5933 2.0631 -4.4446
O -3.3587 -0.4007 -6.0951
H -5.3108 -0.5787 -5.4818
H -4.2599 -0.2741 -4.2140
H -5.0722 1.8526 -6.4312
H -3.8434 2.0860 -5.2454
H -6.4685 2.0671 -4.8391
H -2.7478 -0.9838 -5.6387
C -7.0495 -2.1709 1.1671
C -6.4430 -2.1581 -0.2887
O -6.5120 -3.4156 -0.9312
O -6.4019 -3.0580 1.9381
H -8.1282 -2.2230 1.3144
H -6.8988 -1.1470 1.5092
H -5.4083 -1.8363 -0.1704
H -7.0099 -1.3568 -0.7627
H -7.4065 -3.7446 -0.8168
H -6.9924 -3.7665 2.2046
C 0.9328 5.4076 6.9346
O 1.9618 5.3387 5.8734
C 2.2459 4.0503 5.2819
C 3.4665 4.1684 4.2922
N 3.0865 4.8640 3.0651
C 4.3269 5.1751 2.2419
C 4.9089 3.9107 1.5593
O 5.6006 2.9914 2.4486
C 6.4127 2.0653 1.8340
H 1.0159 6.3318 7.5065
H 1.0251 4.6328 7.6958
H -0.0553 5.3547 6.4774
H 1.3211 3.6453 4.8708
H 2.4981 3.3121 6.0432
H 3.7914 3.1496 4.0811
H 4.2167 4.6442 4.9239
H 2.6911 5.7250 3.4152
H 5.0360 5.5357 2.9871
H 4.2591 5.9781 1.5079
H 5.6862 4.3585 0.9401
H 4.1762 3.3331 0.9957
H 6.6757 1.2549 2.5138
H 7.3558 2.4623 1.4587
H 5.9134 1.5343 1.0235
C -10.1764 0.5581 -1.0584
O -9.2946 1.6892 -1.2959
C -9.5066 2.6790 -0.2353
C -8.5913 3.9055 -0.4323
N -7.1114 3.7048 -0.1874
C -6.3515 4.9087 -0.6487
C -4.9484 4.7810 -0.1277
O -4.7679 5.1352 1.2224
C -3.5689 4.7994 1.8467
H -10.1665 -0.1109 -1.9188
H -11.2045 0.9097 -0.9716
H -9.7189 0.0321 -0.2205
H -9.2430 2.1709 0.6923
H -10.5343 3.0307 -0.1444
H -8.9326 4.6525 0.2844
H -8.7565 4.3367 -1.4197
H -6.8405 2.9161 -0.7572
H -6.7755 5.7952 -0.1771
H -6.3530 4.9954 -1.7352
H -4.3453 5.4859 -0.7001
H -4.3982 3.8930 -0.4389
H -3.7397 4.4383 2.8608
H -2.9796 5.7164 1.8469
H -3.0931 4.0309 1.2374